Record 1
Entry from the Open Molecules 2025 dataset: a structure of composition C41H56BaCl2F12N6O4Si2 at a distorted geometry (the ωB97M-V functional and the def2-TZVPD basis).

Computed properties:
HOMO energy = -0.051 hartree
relative energy (zero: lowest compared OMol25 entry of this formula, charge and spin) = 67.2 kJ/mol
E_LUMO = 3.1 eV
total energy = -4948.7438 Ha
M = 1189.3 g/mol
Kohn-Sham gap = 0.163 hartree
charge = -2

```
124
Properties=species:S:1:pos:R:3:forces:R:3
Ba 0.031396 1.462632 0.980906 -0.53 -1.59 1.66
C 1.121225 -4.712267 -4.655865 -0.09 0.10 0.10
C 0.456193 -3.466565 -4.124154 0.11 0.03 0.04
C 0.995258 -2.202701 -4.332355 0.03 -0.12 -0.02
C 0.363585 -1.093279 -3.822025 -0.22 0.10 0.32
C -0.847875 -1.139634 -3.083116 0.42 -0.61 -0.22
N -1.385062 0.014177 -2.600225 0.17 0.68 0.62
C -1.521797 1.052235 -3.440504 -0.18 -0.26 -0.07
C -1.687387 0.788455 -4.841008 0.04 0.09 -0.26
C -1.931569 1.753829 -5.780825 0.11 -0.14 0.04
C -2.045057 3.090823 -5.409551 -0.01 0.33 0.03
C -2.347843 4.168794 -6.420409 -0.02 -0.16 0.10
C -1.916518 3.381116 -4.062361 0.04 -0.05 -0.32
C -1.648513 2.434704 -3.068582 0.26 0.07 0.25
C -1.578633 2.928480 -1.600607 -1.04 0.31 -0.69
O -0.529955 2.543753 -0.834829 -0.55 1.06 -2.24
C -2.943590 2.537721 -0.912087 -0.39 0.19 0.22
F -2.977540 1.282041 -0.451191 0.34 -0.03 -0.17
F -4.000397 2.710258 -1.722674 0.22 -0.11 0.12
F -3.198580 3.309992 0.190404 0.11 -0.09 -0.05
C -1.558058 4.500549 -1.552106 0.23 0.32 0.25
F -1.320073 4.933169 -0.289524 0.02 -0.01 -0.18
F -0.543544 4.995717 -2.289429 -0.03 -0.05 0.15
F -2.683079 5.139640 -1.942980 0.06 -0.14 0.16
C -1.400386 -2.440187 -2.880552 -0.05 0.10 0.05
C -0.723763 -3.544965 -3.390836 0.13 -0.01 -0.21
C -2.739849 -2.601318 -2.116764 -0.17 -0.16 0.13
O -2.692853 -2.255375 -0.837145 0.09 0.22 0.69
C -3.212449 -4.113443 -2.147557 -0.02 -0.22 0.71
F -2.298480 -4.925376 -1.521064 -0.14 0.16 -0.14
F -3.435687 -4.672795 -3.359863 -0.05 0.05 -0.02
F -4.340664 -4.304187 -1.425646 0.21 0.02 -0.23
C -3.870788 -1.830443 -2.946627 -0.16 -0.06 -0.12
F -4.069808 -0.583306 -2.547490 0.07 0.01 0.06
F -3.591421 -1.804425 -4.278813 -0.01 0.07 0.11
F -5.101984 -2.421614 -2.874637 0.15 -0.02 0.04
H 1.959694 -4.449061 -5.302986 0.03 -0.05 0.00
H 0.421895 -5.318529 -5.237687 0.02 -0.03 0.00
H 1.501246 -5.336650 -3.841231 0.04 -0.04 -0.06
H 1.917882 -2.089548 -4.897385 0.02 0.01 0.01
H 0.784676 -0.110864 -3.968855 0.02 -0.08 0.01
H -1.660874 -0.248082 -5.150079 0.00 0.05 -0.01
H -2.047832 1.470227 -6.824331 -0.05 -0.04 0.00
H -1.701108 4.081288 -7.298000 -0.01 0.06 -0.03
H -2.202151 5.159094 -5.986261 0.00 0.03 -0.03
H -3.384525 4.106056 -6.767858 0.01 0.06 -0.06
H -2.028116 4.421522 -3.801638 -0.03 -0.11 -0.13
H -1.125709 -4.539557 -3.266763 -0.02 0.06 0.01
C 3.629298 -0.774093 2.261315 -0.05 -0.01 0.10
Si 2.550292 0.815032 2.571865 1.09 -0.23 0.51
C 3.907279 2.186636 2.395019 0.08 -0.06 0.18
C 2.357489 0.736021 4.516008 0.09 0.03 -0.03
C 3.552937 0.584055 5.235998 0.13 -0.04 0.11
C 3.603316 0.514417 6.618414 0.01 -0.01 -0.02
C 2.417031 0.582811 7.337774 -0.02 0.01 -0.01
C 1.225826 0.736194 6.647226 0.00 -0.02 0.19
C 1.153290 0.828213 5.248614 -0.05 0.07 -0.14
Si -0.637860 1.106909 4.498716 0.24 0.04 0.14
C -1.544583 -0.302929 5.543881 -0.13 0.01 -0.25
C -1.156936 2.666251 5.529279 -0.05 -0.02 -0.08
H 4.127808 -1.131602 3.170119 0.07 0.05 -0.01
H 4.404659 -0.563871 1.515732 -0.01 0.01 -0.03
H 3.014084 -1.587578 1.872021 0.03 -0.02 -0.02
H 4.832027 1.965130 2.944013 0.00 -0.02 0.00
H 3.534356 3.147346 2.757838 0.00 0.03 -0.03
H 4.171176 2.315592 1.340257 -0.03 -0.03 -0.02
H 4.493645 0.521962 4.694799 -0.04 0.00 -0.03
H 4.555431 0.413504 7.131376 -0.01 -0.02 -0.02
H 2.425064 0.528894 8.422564 -0.02 0.00 -0.01
H 0.309871 0.797966 7.230198 -0.01 0.00 -0.03
H -2.020217 0.093341 6.447798 0.04 0.02 0.02
H -0.836488 -1.076549 5.860898 0.03 0.08 0.04
H -2.334087 -0.785452 4.955217 -0.04 0.00 0.02
H -0.804836 2.646247 6.567080 -0.01 -0.07 -0.01
H -2.247518 2.768452 5.549615 -0.01 -0.02 -0.05
H -0.755947 3.573899 5.069124 0.01 0.00 0.01
O -3.856688 -0.981875 1.690695 0.71 -0.39 -0.61
H -3.432942 -1.362643 0.875499 -0.63 0.22 0.10
H -3.616539 -0.050850 1.646610 -0.10 0.06 0.01
O 1.710847 4.056224 -0.377802 0.13 -0.35 0.16
H 2.373445 3.382216 -0.606951 0.01 0.15 0.14
H 0.873733 3.632412 -0.655912 -0.04 0.19 -0.21
N 2.114956 -2.024851 -0.696096 -0.08 -0.05 0.11
H 2.608188 -1.137505 -0.698884 0.04 -0.01 0.05
H 1.127790 -1.781028 -0.666048 -0.03 -0.01 -0.12
H 2.250903 -2.430157 -1.614223 -0.06 0.06 -0.21
Cl 1.437030 5.011060 3.515952 -0.03 -0.04 0.00
C 0.378879 5.532046 2.195971 0.08 -0.23 0.04
Cl 0.081142 7.273776 2.251353 -0.07 0.21 -0.04
H -0.573411 5.024170 2.306688 -0.01 0.04 0.01
H 0.862065 5.284462 1.256924 0.02 0.02 -0.01
C 2.180582 1.617806 -5.169511 -0.15 0.20 -0.20
N 2.698798 1.389371 -3.838673 0.14 -0.04 0.14
C 3.827362 0.681874 -3.500553 0.05 -0.05 0.10
C 3.922356 0.749044 -2.138503 0.01 0.00 -0.23
N 2.877724 1.479859 -1.641999 -0.23 0.16 0.34
C 2.164194 1.842637 -2.682076 -0.08 -0.02 -0.13
H 2.650591 0.924467 -5.863877 0.00 -0.04 0.04
H 2.386177 2.639326 -5.494306 0.04 -0.02 0.01
H 1.100918 1.459070 -5.195799 0.02 0.03 0.04
H 4.436324 0.186243 -4.237028 -0.03 0.03 -0.04
H 4.661868 0.308497 -1.489304 0.02 0.02 -0.02
H 1.245036 2.411734 -2.642988 -0.03 -0.06 -0.07
C -1.833371 -2.958861 2.459505 -0.27 0.60 -0.26
C -0.745539 -1.914117 2.154691 0.06 0.01 0.02
N 0.576817 -2.509120 2.320089 0.03 0.03 -0.17
C 0.652659 -3.746897 1.562899 -0.03 0.03 0.05
C -0.254760 -4.814920 2.222965 0.30 -0.07 -0.24
N -1.153767 -4.092072 3.173553 -0.15 -0.10 -0.08
C -0.365186 -3.553279 4.325487 0.27 0.25 0.26
C 0.825758 -2.759442 3.728498 -0.04 0.08 -0.01
H -2.270800 -3.303556 1.522397 -0.01 -0.36 -0.02
H -2.629646 -2.550991 3.078658 0.07 -0.12 0.12
H -0.826442 -1.044121 2.813826 -0.02 0.00 0.00
H -0.888136 -1.605392 1.118418 0.00 0.02 -0.16
H 1.687826 -4.087417 1.525308 -0.04 0.00 -0.04
H 0.325813 -3.549085 0.543361 0.02 -0.05 0.01
H 0.317573 -5.548535 2.794105 -0.09 0.03 0.07
H -0.869439 -5.325775 1.486061 -0.13 -0.02 0.02
H -1.866382 -4.729557 3.511548 -0.02 -0.01 0.04
H -0.046409 -4.382945 4.957911 -0.06 -0.06 -0.09
H -1.015853 -2.893365 4.898230 -0.12 -0.10 -0.07
H 1.759794 -3.314750 3.834393 -0.01 0.04 -0.05
H 0.942240 -1.802026 4.241311 -0.01 -0.05 0.07
```
Forces are in eV/Å.



Record 2
Entry from the Open Molecules 2025 dataset: a structure of composition C41H56Cl2N10O2PSW (the ωB97M-V functional and the def2-TZVPD basis).

Computed properties:
HOMO energy (spin up / spin down) = -0.304 / -0.364 hartree
relative energy (zero: lowest compared OMol25 entry of this formula, charge and spin) = 0.0 kJ/mol
E_LUMO (spin up / spin down) = -3.3 / -3.5 eV
spin multiplicity = 3
total energy = -4020.8014 Ha
M = 1038.8 g/mol
Kohn-Sham gap (spin up / spin down) = 0.182 / 0.234 hartree
charge = +1

```
114
Properties=species:S:1:pos:R:3:forces:R:3
W -1.333386 1.124167 -0.672999 0.09 -0.33 -0.51
C -0.015794 0.745611 -4.853162 0.02 0.00 -0.01
C -0.141508 0.477086 -3.382173 0.01 0.04 -0.07
N -0.610747 1.441831 -2.569259 0.09 -0.01 -0.14
N -0.717099 2.708471 -3.135550 -0.06 0.00 -0.01
C -1.855069 3.263230 -2.864888 0.08 0.03 0.04
N -2.139857 4.479323 -3.371898 -0.03 0.01 -0.05
S -3.062481 2.478190 -1.879544 -0.12 -0.08 0.04
C 0.195542 -0.811848 -2.901261 0.03 -0.01 0.04
C 0.394356 -1.952867 -3.716943 0.01 -0.01 -0.02
C 0.637869 -3.179876 -3.168206 0.00 -0.03 -0.06
C 0.705927 -3.338585 -1.771188 0.01 -0.01 0.06
C 0.569171 -2.230852 -0.989783 -0.03 0.02 -0.08
N 0.347274 -1.030741 -1.557750 0.03 0.09 0.00
H -0.549555 1.649686 -5.119059 0.00 0.02 0.00
H -0.422252 -0.079272 -5.436204 0.00 0.00 0.00
H 1.031398 0.877051 -5.134796 -0.01 -0.01 -0.01
H -1.467831 4.928708 -3.969205 0.01 0.01 0.01
H -2.952184 4.982616 -3.070154 0.01 -0.01 0.01
H 0.331350 -1.845459 -4.787573 0.00 0.00 0.01
H 0.769215 -4.036007 -3.815891 0.00 0.01 0.01
H 0.881476 -4.298931 -1.310691 -0.01 0.00 -0.01
H 0.632759 -2.206538 0.085269 -0.01 -0.02 -0.02
C -7.666404 -4.250678 0.504121 0.00 0.01 -0.01
C -6.621921 -3.321987 -0.048249 -0.03 0.00 0.00
C -6.971113 -2.178621 -0.757151 0.01 0.00 -0.01
C -6.016116 -1.311662 -1.262774 0.00 0.01 -0.03
C -6.452684 -0.081727 -2.013888 0.00 0.01 0.00
C -4.643665 -1.579490 -1.039544 0.09 -0.08 -0.17
C -3.696257 -0.644184 -1.574078 0.04 -0.04 0.20
O -2.531830 -0.384215 -0.989061 -0.09 0.07 0.05
C -4.272789 -2.763472 -0.355364 -0.01 -0.01 0.07
C -2.840477 -3.220065 -0.238469 -0.03 -0.02 0.01
C -5.267928 -3.594673 0.129237 0.05 0.01 0.05
H -8.667725 -3.942862 0.207053 0.01 0.00 0.00
H -7.631129 -4.275627 1.594947 0.01 0.01 0.00
H -7.506608 -5.270777 0.151229 0.00 0.00 0.00
H -8.019789 -1.951274 -0.914648 0.01 -0.01 0.00
H -7.538293 -0.002276 -2.016915 0.01 0.00 0.00
H -6.120245 -0.103971 -3.054948 -0.01 -0.01 0.01
H -6.044830 0.828942 -1.569097 -0.01 0.00 0.00
H -3.934971 -0.016599 -2.422093 -0.08 0.04 0.02
H -2.151016 -2.410418 -0.019067 0.01 0.03 0.05
H -2.516839 -3.678760 -1.177958 0.01 0.05 -0.01
H -2.748749 -3.976477 0.542003 -0.01 -0.01 -0.03
H -4.978307 -4.502831 0.649208 -0.01 0.01 -0.01
Cl 0.805458 5.017416 0.469270 0.02 0.01 0.00
C -0.730354 4.789948 1.220040 -0.04 0.00 0.01
C -1.240093 5.766813 2.055698 0.01 0.00 0.00
C -2.489914 5.592998 2.628476 0.00 0.04 0.01
C -3.238178 4.456563 2.361863 -0.01 -0.02 0.00
C -2.717576 3.489380 1.525803 -0.01 -0.04 -0.04
Cl -3.669877 2.069131 1.192754 -0.02 0.28 0.23
C -1.444013 3.618210 0.946151 0.07 0.10 -0.14
N -0.938139 2.633329 0.130875 -0.16 0.11 0.42
H -0.659343 6.658388 2.245636 0.00 0.00 0.00
H -2.891628 6.356406 3.280682 0.00 -0.01 0.00
H -4.219934 4.321955 2.793317 0.01 0.00 0.00
C 1.066098 1.311134 4.231056 -0.02 0.02 0.04
C -0.005218 0.747549 3.361404 0.03 0.02 -0.02
C -1.236674 0.209060 3.682047 -0.07 -0.07 0.04
C -1.837046 -0.137057 2.468301 0.11 -0.05 0.00
N -1.018622 0.175796 1.451925 -0.28 0.25 -0.04
N 0.094823 0.707455 2.028541 -0.02 -0.06 -0.07
C -3.147845 -0.815691 2.281399 -0.02 -0.07 -0.01
H 0.637723 1.624983 5.180785 -0.01 0.01 -0.01
H 1.534435 2.175913 3.759290 -0.01 -0.02 0.01
H 1.843312 0.575440 4.442369 -0.04 0.02 0.01
H -1.647136 0.077784 4.669434 -0.01 0.01 -0.03
H 0.933747 0.899363 1.469400 0.09 0.01 -0.01
H -3.595945 -0.594534 1.317724 0.01 -0.05 -0.03
H -3.839486 -0.525856 3.071145 0.01 0.02 -0.02
H -3.013198 -1.897223 2.334652 -0.01 -0.01 0.02
O 0.354204 0.042613 -0.745073 0.17 -0.17 0.10
P 3.327004 -0.604539 0.206020 0.05 -0.03 -0.05
N 2.948060 0.972430 0.818032 -0.01 -0.08 -0.06
C 2.757407 1.946290 -0.298106 0.11 0.06 0.01
C 3.700267 3.105310 0.017809 0.02 0.01 0.01
C 3.762229 3.080369 1.543054 0.00 0.01 0.00
C 3.827791 1.588933 1.840489 0.00 0.08 0.02
N 4.757924 -0.485423 -0.660565 0.00 0.03 0.08
C 6.093980 -0.092927 -0.180964 -0.03 -0.02 -0.01
C 7.043547 -0.665649 -1.230374 0.01 -0.01 0.00
C 6.211442 -0.599264 -2.509439 0.00 0.02 0.00
C 4.830775 -1.028386 -2.027295 -0.01 0.00 0.00
N 3.921783 -1.264762 1.695372 0.01 -0.08 -0.04
C 4.501863 -2.606305 1.536807 -0.04 0.00 0.03
C 3.358549 -3.618576 1.778127 0.00 -0.01 0.02
C 2.263491 -2.803349 2.497252 0.02 0.00 0.00
C 2.919345 -1.437328 2.748702 0.02 0.00 -0.02
H 1.728551 2.302222 -0.347371 -0.11 -0.03 0.09
H 2.988264 1.485586 -1.261548 -0.02 0.00 -0.01
H 3.338342 4.048449 -0.390304 0.02 0.00 0.00
H 4.691274 2.918934 -0.403698 -0.01 -0.02 0.03
H 2.848129 3.512735 1.959954 0.00 0.01 -0.02
H 4.611304 3.621592 1.959031 0.00 0.01 -0.01
H 3.484045 1.339014 2.846300 0.04 0.02 -0.06
H 4.851884 1.225572 1.758619 0.04 -0.01 0.00
H 6.279300 -0.486233 0.819670 0.00 0.00 0.00
H 6.188969 0.996496 -0.134861 -0.01 0.01 -0.01
H 7.281154 -1.705441 -0.991985 -0.01 0.00 -0.01
H 7.979918 -0.113331 -1.292512 0.00 0.00 0.00
H 6.590236 -1.232024 -3.310404 0.00 -0.01 0.00
H 6.173932 0.429165 -2.876990 0.00 0.00 0.01
H 4.750800 -2.122524 -2.029142 0.00 -0.01 0.01
H 4.025435 -0.639156 -2.652842 -0.01 0.01 -0.01
H 5.286720 -2.734081 2.286920 -0.01 0.00 0.02
H 4.967558 -2.711674 0.557211 0.00 -0.01 -0.01
H 3.702400 -4.458637 2.380194 -0.01 -0.01 -0.01
H 2.991335 -4.027968 0.835670 0.00 0.03 -0.01
H 1.913676 -3.273406 3.415893 0.03 0.00 0.01
H 1.389691 -2.673825 1.855925 0.00 -0.03 0.04
H 3.428377 -1.427968 3.718155 0.01 -0.01 0.02
H 2.204772 -0.618839 2.736626 0.02 -0.05 -0.03
```
Forces are in eV/Å.



Among the records above, which one has the highest total energy?
C41H56Cl2N10O2PSW



Which of these has the highest total energy?
C41H56Cl2N10O2PSW